160
Properties=species:S:1:pos:R:3:mulliken_charge:R:1 method="wB97M-V/def2-TZVPD" e_homo_ev=-8.072 multiplicity=1 relative_energy_ev=0.812 total_energy_ha=-3063.523113 orbital_gap_ev=8.4
O 0.1914 -2.8951 -1.7343 -0.70
O -4.6630 -2.4284 -4.2692 -0.65
O 5.0233 -2.8636 0.1298 -0.76
O 1.2595 -1.0525 2.6247 -0.51
O -3.6988 3.1728 0.6518 -0.83
O 4.5941 0.2216 -4.0507 -0.72
O 5.9570 3.5051 2.8690 -0.47
O -4.5262 0.1430 -2.6652 -0.70
O -3.0998 2.4203 3.8711 -0.44
N 2.3341 -2.8968 1.6426 -0.29
N -1.6066 2.9555 -0.0614 -0.07
N 0.1463 -1.2631 -0.1526 0.91
N 4.6454 3.3110 3.3038 0.36
N 5.4959 -1.4898 -1.6440 -0.22
N 3.3541 -2.2524 -1.2918 0.10
N -4.2387 0.5752 -0.4551 -0.02
N -3.8060 2.2327 -2.0688 -0.42
N -1.7041 -1.6631 -1.6016 0.94
N -3.7817 -3.2488 -3.6252 0.93
N 3.4850 -1.0569 2.2835 -0.20
N 3.1850 0.0601 -3.8500 1.40
N -2.1412 4.2212 1.9072 -0.39
N -2.8651 1.1558 4.5372 -0.11
C -4.2252 0.9312 -1.7722 0.41
C 2.9409 2.5316 -4.4887 -1.69
C 5.2028 3.3306 5.8511 -1.73
C 3.4173 1.7504 -2.1512 -1.91
C -1.5142 -0.7617 4.7485 -1.50
C 3.1984 -2.0919 -4.8029 -1.81
C -5.7650 -4.9886 -3.1597 -1.86
C 2.2751 3.5708 4.8441 -0.80
C -3.5994 -4.4940 -5.9115 -1.73
C -3.9217 -0.8681 5.4313 -1.31
C 4.5719 2.6319 4.6352 1.39
C -4.7702 0.1346 3.3471 -2.06
C -1.7161 0.5306 3.9204 2.74
C -0.3901 -2.0265 -1.2023 0.38
C -2.0542 -2.6931 -5.3591 -1.50
C 0.4005 0.4956 -4.3292 -1.08
C 1.1346 1.2297 -3.1917 -0.68
C -4.5617 -4.1329 -2.6786 1.29
C -5.0876 -3.2378 -1.5882 -1.43
C 2.7459 0.0252 -6.2042 -1.80
C 2.3692 4.1600 3.4258 -1.07
C -5.0357 1.3902 5.4709 -2.08
C -1.9694 -4.7635 -3.9921 -0.64
C 2.5861 -0.6615 -4.8961 1.60
C 3.7782 4.4143 2.9531 1.89
C -3.4275 -5.0702 -2.0521 -0.97
C -2.9382 -3.8349 -4.7069 1.21
C 2.6709 1.3768 -3.4554 1.68
C -4.1455 0.4527 4.6846 1.85
C 3.1092 2.2765 4.8955 -0.30
C 1.0912 -0.8657 -4.5450 -1.15
C -1.7755 0.2765 2.4818 -0.55
C -2.6503 -5.7760 -3.1162 -0.81
C -2.5432 3.4667 0.8577 0.29
C 2.2917 -1.6556 2.2213 0.23
C -0.4528 1.4496 4.1919 -1.83
C 4.6487 -2.2452 -0.8668 0.29
C -2.7523 -1.6600 4.7776 -0.69
C 4.2834 5.7575 3.4704 -1.86
C 3.7824 4.4808 1.4097 -1.86
C 5.2596 1.2624 4.4762 -1.67
H -2.4033 -0.4891 2.0223 0.60
H -3.3165 -6.4064 -3.7186 0.38
H 2.7784 2.4204 -1.5514 0.40
H 1.0853 0.6096 -2.2746 -0.11
H 3.8345 0.3022 -6.4846 0.31
H 5.2539 -1.2962 -2.6246 0.17
H 2.9712 1.7773 5.8540 0.62
H -4.0499 1.3350 0.2474 0.09
H 0.3263 1.1987 -5.1917 0.47
H 2.5925 -0.6401 -7.0584 0.49
H 3.5585 -0.1268 2.6862 0.19
H 3.6620 6.4700 2.9378 0.56
H 1.4265 -3.3536 1.6273 0.25
H 4.2442 -1.5891 1.7672 0.09
H 4.1709 -2.1670 -5.3693 0.34
H -1.9159 1.2249 1.9189 0.16
H 1.1870 3.5824 5.1391 0.24
H -4.5053 -0.4070 -0.2484 0.11
H -2.6592 -1.9611 -5.9176 0.48
H 2.6326 3.4867 -3.9947 0.44
H -6.2068 -5.2649 -2.2174 0.53
H -6.0458 1.0165 5.6040 0.44
H 0.7231 2.2579 -2.9862 0.61
H -3.7944 -0.6060 6.4778 0.39
H 5.3647 5.8604 3.1506 0.39
H -4.3005 -5.2321 -5.5842 0.39
H 0.6647 -1.4298 -5.3610 0.48
H 2.5639 -2.7351 -0.8066 0.02
H 1.0124 -1.5211 -3.5908 -0.02
H -4.7188 -1.6287 -3.7144 0.50
H -0.6142 -1.3144 4.4131 0.20
H -1.3302 -3.0381 -6.0973 0.50
H -4.8228 -1.4461 5.3858 0.42
H 6.3534 3.3951 5.8140 0.40
H -5.4962 -5.9178 -3.6647 0.35
H 2.2908 2.5837 -5.4033 0.25
H -2.1883 -0.8931 -1.1062 -0.41
H 3.1628 -2.3449 -3.7976 0.33
H -4.0895 2.5974 -3.0040 0.21
H -1.3917 -5.2602 -4.8081 0.53
H 5.1505 0.5822 5.2600 0.43
H 4.2837 2.3472 -2.3175 0.39
H -0.6742 3.1554 0.1650 0.14
H 4.2332 5.9466 4.5534 0.27
H 3.1507 -3.4495 1.6628 0.21
H -4.2898 -2.6908 -1.0581 -0.18
H 2.9711 -1.5741 -1.9712 -0.02
H 4.8905 4.3705 6.1115 0.24
H 1.0669 -1.5415 0.1526 -0.54
H 3.9841 2.5352 -4.8118 0.40
H -2.8221 -4.9934 -6.5064 0.41
H 4.6064 0.6673 -4.9240 0.27
H -0.6354 0.2844 -4.1144 0.40
H -3.8262 -5.8157 -1.3643 0.44
H -4.9905 1.0523 2.8264 0.54
H -0.3404 -0.4577 0.2692 -0.46
H -2.7964 4.2784 2.6731 0.40
H 1.7975 5.0871 3.4358 0.49
H 0.5033 0.8150 4.1661 0.13
H 1.9658 3.4760 2.6653 0.09
H -2.0256 -1.8428 -2.5300 -0.30
H -0.3920 2.1879 3.3724 -0.21
H -4.2141 -0.4593 2.6643 0.45
H -3.0697 -2.1576 3.8871 0.33
H -3.7930 2.8815 -1.2632 0.29
H 2.5319 -2.7518 -5.3569 0.47
H 6.4437 -1.7517 -1.4735 0.28
H 3.5978 5.4831 1.0502 0.42
H -5.9102 -2.5545 -1.9318 0.40
H 3.1436 3.7996 0.8477 0.23
H -5.0860 2.3560 4.9654 0.34
H -1.2902 4.0173 2.3545 0.14
H -1.2743 -0.4743 5.7741 0.61
H 3.5978 0.8320 -1.6029 0.17
H 4.7831 4.2836 0.9731 0.45
H -4.0571 -3.7413 -6.5807 0.35
H 4.8500 0.7863 3.4955 0.04
H 2.7686 4.2676 5.4989 0.57
H -3.4845 2.1986 3.0089 0.34
H -1.3150 -4.1269 -3.3464 -0.04
H 2.8031 1.5767 4.1675 -0.58
H -2.5807 -2.5097 5.4484 0.46
H -5.4963 -3.8876 -0.8290 0.58
H -0.6018 2.0294 5.1601 0.58
H -2.7619 -4.3526 -1.4916 0.14
H -1.4198 -2.2351 -4.5911 -0.14
H 6.3005 4.1423 3.5007 0.37
H -1.9670 -6.5037 -2.6083 0.39
H -4.7173 1.5083 6.4934 0.43
H 5.0719 2.7159 6.7039 0.49
H -1.9508 2.6602 -0.9733 0.11
H -0.7937 0.0124 2.1302 -0.54
H -5.7824 -0.3218 3.5102 0.48
H -6.5160 -4.3849 -3.7352 0.32
H 6.3794 1.4231 4.3865 0.43
H 1.9870 0.8073 -6.3968 0.30